1.
# C5H14N2O

A structure of composition C5H14N2O at a distorted geometry (ωB97M-V/def2-TZVPD, the Open Molecules 2025 dataset).

Element x y z (Å)
1 C 1.34304 -0.34787 0.10108
2 C -0.45174 -0.07282 -0.68966
3 C -0.74492 0.93943 0.26851
4 C -3.37059 0.47909 0.09047
5 C 2.15023 -0.57722 -1.17163
6 N 2.01564 0.60613 0.90072
7 N 1.13867 -1.48921 0.91638
8 O -2.34654 1.32541 -0.34131
9 H 1.53938 0.80487 1.77287
10 H 2.17249 1.48079 0.41372
11 H 1.41119 -1.41828 1.89101
12 H 1.60275 -2.31558 0.55712
13 H -0.35317 0.26339 -1.71911
14 H -0.98730 -1.01464 -0.58229
15 H -0.26049 1.90115 0.12395
16 H -0.91662 0.62500 1.29460
17 H -4.20554 1.07971 0.48428
18 H -3.07542 -0.20576 0.90767
19 H -3.75726 -0.14118 -0.73168
20 H 1.72740 -1.39096 -1.76333
21 H 3.18533 -0.85682 -0.93403
22 H 2.18347 0.32537 -1.78934

Calculated values
**Max |F|**: 5.3 eV Å⁻¹
**E_LUMO**: 0.830 eV
**Orbital gap**: 8.63 eV
**Highest occupied orbital energy**: -7.8 eV
**Multiplicity**: 1
**Net charge**: 0
**M**: 118.18 g mol⁻¹



2.
# C3H12B2Br2Na5O3

A structure of composition C3H12B2Br2Na5O3 at a distorted geometry (ωB97M-V/def2-TZVPD, the Open Molecules 2025 dataset).

Element x y z (Å)
1 Na 28.73838 -35.91466 10.87205
2 Na 29.95721 -33.72205 12.48184
3 Na 26.77710 -34.49588 13.74944
4 Na 25.01171 -34.91690 12.10421
5 Na 26.82317 -34.00038 9.87745
6 C 27.70679 -33.64947 11.89466
7 O 28.52134 -34.01226 11.00356
8 O 28.14388 -33.25847 12.96759
9 O 26.46891 -33.80436 11.78079
10 B 30.00306 -35.82726 12.45228
11 H 30.23946 -35.84120 13.50497
12 H 30.01391 -36.83451 12.06551
13 H 29.01309 -35.39879 12.42724
14 H 30.72142 -35.25828 11.88267
15 B 27.69640 -35.59694 9.11019
16 H 28.10295 -36.51695 8.71965
17 H 27.39951 -35.76220 10.13430
18 H 28.41056 -34.79007 9.05394
19 H 26.82593 -35.40035 8.50366
20 Br 32.13126 -32.07075 11.55396
21 C 30.45185 -32.14906 10.48220
22 C 29.32891 -31.32759 11.13626
23 Br 27.85054 -31.09949 9.98618
24 H 29.98394 -33.10281 10.23824
25 H 30.75598 -31.77207 9.50573
26 H 29.67936 -30.29807 11.20962
27 H 29.02094 -31.90935 12.00505

Calculated values
**Max |F|**: 4.8 eV Å⁻¹
**E_LUMO**: -5.648 eV
**Orbital gap**: 7.29 eV
**Highest occupied orbital energy**: -12.9 eV
**Multiplicity**: 1
**Net charge**: +1
**M**: 392.51 g mol⁻¹



3.
# C15H24CrN2O4S

A structure of composition C15H24CrN2O4S at a distorted geometry (ωB97M-V/def2-TZVPD, the Open Molecules 2025 dataset).

Element x y z (Å)
1 Cr 0.02322 -0.18621 0.16552
2 C 1.26017 -2.22966 -1.27253
3 C 2.17153 -1.05163 -1.52182
4 O 1.98218 -0.11524 -0.40896
5 C 2.39867 1.24911 -0.67200
6 C 1.19841 2.13549 -1.11214
7 O 0.01556 1.29593 -1.15924
8 C -1.28971 1.92502 -1.07441
9 C -2.28301 0.79377 -1.23812
10 O -1.98354 -0.24198 -0.24435
11 C -2.37869 -1.59669 -0.63972
12 C -1.13048 -2.47973 -0.67178
13 O -0.07947 -1.66469 -1.23648
14 H 1.35525 -2.96935 -2.06777
15 H 1.48938 -2.70825 -0.31236
16 H 3.21516 -1.36017 -1.56581
17 H 1.88891 -0.56250 -2.45671
18 H 2.81729 1.62832 0.25695
19 H 3.18866 1.24962 -1.42045
20 H 1.04531 2.93988 -0.39213
21 H 1.35684 2.56192 -2.10199
22 H -1.38719 2.42771 -0.10725
23 H -1.42217 2.65562 -1.87338
24 H -3.30490 1.14666 -1.10514
25 H -2.16723 0.36898 -2.23605
26 H -3.09598 -1.98200 0.08262
27 H -2.85616 -1.55962 -1.61682
28 H -0.84334 -2.79292 0.34368
29 H -1.31362 -3.37175 -1.27211
30 N -1.53086 2.18930 3.09399
31 C -0.20347 2.08510 3.10706
32 S 0.61469 0.87794 2.16334
33 N 0.52138 2.93180 3.81224
34 C 1.92090 2.89536 4.07021
35 C 2.62732 4.09519 3.99819
36 C 3.98195 4.09977 4.26512
37 C 4.62956 2.91814 4.62731
38 C 3.91107 1.73380 4.74180
39 C 2.55509 1.71660 4.47344
40 H -2.09479 1.45558 2.70195
41 H -2.01096 2.84240 3.69950
42 H 0.03389 3.71025 4.24662
43 H 2.11806 5.00963 3.71516
44 H 4.54483 5.02016 4.19296
45 H 5.68856 2.92869 4.84580
46 H 4.40227 0.83978 5.10086
47 H 1.96906 0.82385 4.65479

Calculated values
**Max |F|**: 1.4 eV Å⁻¹
**E_LUMO (alpha / beta)**: -12.596 / -10.804 eV
**Orbital gap (alpha / beta)**: 4.33 / 6.22 eV
**Highest occupied orbital energy (alpha / beta)**: -16.9 / -17.0 eV
**Multiplicity**: 4
**Net charge**: +3
**<S²>**: 3.8713
**M**: 380.43 g mol⁻¹



4.
# C40H60N4O16

A cluster of 8 separate species, C40H60N4O16 in total at a distorted geometry (ωB97M-V/def2-TZVPD, the Open Molecules 2025 dataset).

Element x y z (Å)
1 O -0.27515 -8.63610 -5.96817
2 N -0.50215 -8.48674 -4.75001
3 O -0.17998 -9.39759 -3.92810
4 C -1.17532 -7.24044 -4.35573
5 C -1.54911 -6.19270 -5.25278
6 C -2.21717 -4.97641 -4.89866
7 C -2.33510 -4.78503 -3.51169
8 C -2.01163 -5.77780 -2.58094
9 C -1.39155 -6.97293 -2.99995
10 H -1.35567 -6.38177 -6.29835
11 H -2.52042 -4.16025 -5.53766
12 H -2.93932 -3.95663 -3.17248
13 H -2.14625 -5.63104 -1.51946
14 H -1.06183 -7.66866 -2.24255
15 O 2.21131 -5.99349 0.71414
16 N 2.04356 -4.82940 0.94369
17 O 1.96414 -3.95420 0.09591
18 C 1.78941 -4.41164 2.38677
19 C 2.28011 -5.26404 3.42423
20 C 2.25216 -4.82866 4.71241
21 C 1.56747 -3.62257 5.03253
22 C 1.10798 -2.77377 4.03487
23 C 1.27628 -3.16890 2.71011
24 H 2.81046 -6.16748 3.16171
25 H 2.65524 -5.48273 5.47143
26 H 1.45355 -3.35846 6.07353
27 H 0.53375 -1.90468 4.32010
28 H 0.83792 -2.59652 1.90598
29 O -1.48386 3.39225 -1.25761
30 N -2.63830 3.07062 -0.89764
31 O -3.10343 3.45308 0.12923
32 C -3.53413 2.44388 -1.85450
33 C -4.89435 2.32862 -1.57779
34 C -5.86275 2.01340 -2.49919
35 C -5.37963 1.64699 -3.77116
36 C -3.96912 1.60941 -4.04703
37 C -3.04367 2.11599 -3.12500
38 H -5.18952 2.54938 -0.56265
39 H -6.94265 2.01512 -2.48407
40 H -6.06361 1.14186 -4.43707
41 H -3.59816 1.17810 -4.96505
42 H -1.97980 2.18318 -3.29841
43 O 9.36877 4.62878 -1.74179
44 N 8.70380 3.57469 -1.70237
45 O 9.21447 2.48095 -2.02784
46 C 7.32926 3.52970 -1.11185
47 C 6.86281 4.54718 -0.26925
48 C 5.51973 4.57712 0.06381
49 C 4.65731 3.53435 -0.33596
50 C 5.22152 2.38765 -0.87281
51 C 6.51955 2.44173 -1.36558
52 H 7.53158 5.33934 0.03342
53 H 5.19495 5.44343 0.62096
54 H 3.65715 3.53900 0.07154
55 H 4.67270 1.45886 -0.92324
56 H 6.94941 1.61860 -1.91701
57 C 5.10499 -0.53297 2.68859
58 O 5.13128 -1.90590 2.28189
59 C 4.82325 -2.28525 0.92238
60 C 5.61482 -1.82558 -0.35993
61 O 4.99295 -1.12612 -1.39779
62 C 4.26858 -1.90622 -2.30112
63 H 5.39666 0.20796 1.94425
64 H 5.61757 -0.42691 3.64468
65 H 4.06783 -0.32010 2.94758
66 H 3.82345 -2.03159 0.57001
67 H 4.87302 -3.37131 1.00035
68 H 6.27566 -2.64032 -0.65588
69 H 6.19036 -1.00643 0.07117
70 H 4.81255 -2.26073 -3.17663
71 H 3.37610 -1.40087 -2.67015
72 H 3.80056 -2.75808 -1.80779
73 C -0.29157 4.36823 1.78009
74 O 0.68396 5.02945 2.48935
75 C 0.35367 6.24217 3.12790
76 C -0.33728 7.42797 2.33039
77 O -0.64804 8.47397 3.25223
78 C -1.21743 9.62689 2.67277
79 H -0.53250 4.83583 0.82541
80 H -1.16450 4.14458 2.39335
81 H 0.13249 3.39245 1.54317
82 H 1.36960 6.57602 3.33890
83 H -0.16357 5.91459 4.02970
84 H -1.18632 6.96025 1.83193
85 H 0.28635 7.88103 1.55973
86 H -0.44440 10.03912 2.02423
87 H -1.40732 10.36299 3.45392
88 H -2.16292 9.50736 2.14376
89 C -2.90392 -0.66606 -1.10825
90 O -1.65223 -0.05682 -0.72755
91 C -0.92895 -0.74769 0.27978
92 C 0.42127 -0.08113 0.22636
93 O 1.05849 0.20622 1.48829
94 C 2.28693 0.93870 1.30934
95 H -2.73553 -1.69872 -1.41380
96 H -3.39345 -0.18620 -1.95571
97 H -3.63236 -0.70611 -0.29838
98 H -0.78447 -1.81848 0.13611
99 H -1.30395 -0.79977 1.30192
100 H 0.27666 0.91734 -0.18627
101 H 1.13110 -0.71040 -0.31053
102 H 2.26340 1.61357 0.45371
103 H 2.98050 0.17518 0.95708
104 H 2.48023 1.45513 2.24957
105 C -6.23718 -2.24490 -1.11856
106 O -6.55372 -2.01291 0.29367
107 C -7.45232 -0.91761 0.46053
108 C -7.54834 -0.59599 1.89293
109 O -6.65304 0.50776 2.17855
110 C -5.22046 0.18581 2.26965
111 H -5.25459 -1.85410 -1.38288
112 H -7.04607 -1.95433 -1.78890
113 H -6.02222 -3.30174 -1.27662
114 H -8.51406 -1.11919 0.31848
115 H -7.20597 -0.02555 -0.11535
116 H -7.14355 -1.40738 2.49782
117 H -8.56000 -0.37836 2.23539
118 H -4.82659 0.01450 1.26784
119 H -4.89957 -0.63253 2.91421
120 H -4.70857 1.08662 2.60822

Calculated values
**Max |F|**: 3.6 eV Å⁻¹
**SMILES**: O=[N+]([O-])c1ccccc1.O=[N+]([O-])c1ccccc1.O=[N+]([O-])c1ccccc1.O=[N+]([O-])c1ccccc1.COCCOC.COCCOC.COCCOC.COCCOC
**E_LUMO**: -0.965 eV
**Orbital gap**: 8.43 eV
**Highest occupied orbital energy**: -9.4 eV
**Multiplicity**: 1
**Net charge**: 0
**M**: 852.93 g mol⁻¹